53
Properties=species:S:1:pos:R:3:forces:R:3 method="wB97M-V/def2-TZVPD" e_above_lowest_kj_mol=400.7 total_charge=+1 s2=0.774 energy_ev=-34285.4674 multiplicity=2 homo_energy_ev="-13.341 / -13.336" largest_force_ha_per_bohr=0.230
C 1.81885 -1.12451 -0.59640 3.482 0.378 -4.648
C 0.39443 -0.90963 -0.88103 -0.961 -2.014 2.157
N -0.19229 0.33819 -1.02986 -1.175 -0.453 0.203
C 0.41841 1.60099 -1.19832 -2.566 -0.064 -1.832
C -0.65679 2.71157 -0.86910 -1.525 -0.661 0.712
N -1.97589 2.50578 -1.51091 3.930 -4.587 10.141
O -0.29902 -1.93884 -0.64836 0.832 3.096 -2.071
H 1.86194 -1.37405 0.37437 -0.007 -1.510 3.405
H 2.11292 -2.02404 -1.29736 -0.253 1.940 2.129
H 2.70138 -0.37524 -0.64152 -2.035 -0.586 -0.706
H -1.24799 0.40311 -1.11036 1.022 -0.357 -0.090
H 1.33880 1.80494 -0.71370 0.964 -0.456 0.182
H 0.47724 1.58575 -2.36702 0.335 0.755 1.553
H -0.78355 2.84436 0.23288 0.082 -0.608 -0.684
H -0.18182 3.60093 -1.16034 0.474 1.360 -0.751
H -2.02918 2.83247 -2.31097 -1.476 4.013 -9.297
H -2.72758 2.41402 -0.86690 -0.693 0.358 -0.095
H -2.25051 0.98925 2.47768 -1.113 0.342 0.489
H -3.73074 1.28793 2.81349 -2.886 -1.674 0.913
O -2.94394 1.68529 2.60664 3.765 1.606 -1.472
H -3.87478 -0.74637 -0.06519 -0.551 0.328 0.088
H -4.69560 -1.57505 -1.13334 -1.008 0.435 -0.294
O -3.91142 -1.52481 -0.61286 1.449 -0.623 0.012
H -0.01250 2.13573 3.42834 1.533 2.492 -0.138
H 1.40262 2.53878 2.87125 -1.358 0.847 1.020
O 0.59671 2.96731 3.31080 -0.137 -3.443 -0.933
H -2.26321 -1.12897 3.21053 -0.627 -0.498 0.086
H -0.76199 -0.97887 2.92150 -1.645 0.914 -0.763
O -1.68444 -0.66845 2.58802 3.529 -0.018 0.881
H 0.94814 -2.34927 2.15372 0.366 -1.542 -2.020
H 1.65973 -0.86477 2.48830 -0.617 -1.472 -0.534
O 1.08634 -1.63554 2.71673 0.068 3.103 2.564
H 2.21102 0.78936 -3.22867 0.272 -0.743 -0.505
H 3.39028 1.84733 -3.47794 -2.577 -0.931 1.682
O 2.57058 1.59990 -2.87834 2.791 1.444 -1.373
H -0.36145 -2.05686 -4.20621 -1.902 4.371 0.017
H -0.49071 -3.36212 -3.37442 0.758 1.257 -2.038
O -0.05934 -2.89254 -4.16775 -0.516 -6.413 1.478
H 1.80191 -2.28926 -4.31585 -0.167 -0.597 0.079
H 1.77947 -2.65509 -2.80615 -0.386 -1.119 -0.223
O 1.96921 -1.97653 -3.42987 1.967 2.469 0.178
H -3.13109 -2.92788 2.37887 -0.275 0.432 0.228
H -3.89726 -1.59706 2.46966 0.151 -1.430 0.696
O -3.58028 -2.35114 3.03531 -0.721 0.824 -0.522
H 3.95996 1.81105 -0.49687 0.715 0.536 0.456
H 4.14752 3.27674 0.12106 1.372 -3.543 0.326
O 4.49535 2.26625 0.19778 -2.151 2.988 -0.951
H 3.58775 1.42641 1.62568 1.267 0.362 -0.585
H 3.30695 0.46443 2.81425 1.594 -1.419 1.636
O 2.95087 1.07932 2.23415 -2.866 1.023 -0.955
H -1.43987 -1.92855 1.28123 -1.042 -0.816 -0.262
H -1.81573 -2.84641 0.03225 -0.663 0.260 2.164
O -1.98942 -2.70532 1.01112 1.182 -0.354 -1.730


55
Properties=species:S:1:pos:R:3:forces:R:3 method="wB97M-V/def2-TZVPD" e_above_lowest_kj_mol=268.1 total_charge=0 energy_ev=-38393.3457 multiplicity=1 homo_energy_ev=-9.274 largest_force_ha_per_bohr=0.081
C 2.78803 1.31686 -1.79985 -1.162 -0.813 -1.419
C 2.28973 1.56834 -0.42579 -2.352 1.762 0.628
N 1.12228 2.34113 -0.20413 0.431 -0.003 -1.944
C -0.21841 2.21276 -0.76149 -0.191 2.534 1.328
C -0.78268 0.91561 -0.17239 0.341 -0.036 0.747
N -2.10887 0.67052 -0.22893 -0.241 -1.716 0.083
O 0.01302 0.20037 0.49652 -1.485 0.745 -1.424
O 2.92903 1.40131 0.57451 1.916 -0.879 1.126
H 3.60323 2.08382 -1.92729 -0.976 -0.883 -0.510
H 3.12762 0.27806 -1.96619 0.539 0.590 0.754
H 1.91116 1.28637 -2.52561 1.202 1.088 0.588
H 1.06185 2.64476 0.74031 0.450 0.042 0.624
H -0.81496 3.17143 -0.23008 1.191 -2.852 -1.672
H -0.23541 2.40407 -1.85700 -0.334 -0.655 0.692
H -2.82171 1.25569 -0.66177 0.829 -0.004 0.052
H -2.40053 -0.30473 0.02293 0.372 1.381 0.014
H 0.17457 2.30549 2.40565 -0.917 2.579 0.499
H 0.23904 3.56357 3.33536 -0.432 -0.135 -1.000
O -0.10042 3.31432 2.44384 1.424 -2.686 0.815
H -1.71483 3.69471 1.67890 0.317 0.197 0.210
H -1.66306 4.77529 0.58878 0.084 0.141 0.158
O -2.26702 4.23851 1.10626 -0.725 0.013 -0.359
H -0.45964 -0.66073 1.73849 -0.657 -0.978 0.035
H -0.06604 -2.02278 2.50682 -1.848 1.948 -0.238
O -0.84098 -1.30147 2.41818 2.103 -0.965 0.587
H -2.10985 -0.92436 -3.95641 1.987 1.049 -0.095
H -0.55052 -0.66917 -3.64906 0.203 -0.318 0.225
O -1.32137 -0.31148 -4.10478 -2.482 -1.256 -0.300
H -0.01251 -3.65382 0.00935 1.287 0.447 0.262
H -0.36870 -4.86178 -0.83152 -0.771 1.096 0.766
O -0.77238 -4.13332 -0.28616 -0.762 -2.439 -0.745
H -2.41474 -1.71701 -1.39875 -1.418 1.296 0.632
H -1.59219 -2.92402 -1.03815 -0.089 0.905 -1.903
O -1.77259 -2.25603 -1.79274 1.642 -2.152 0.219
H -1.21280 2.45347 -4.66892 -1.110 0.566 -2.483
H -1.20982 1.30012 -3.66708 -0.736 -1.646 -0.383
O -0.88952 2.15822 -3.86811 1.980 1.820 2.746
H -2.74567 -2.07382 1.57673 0.352 0.746 2.140
H -2.36361 -3.22682 0.72537 1.115 -2.379 0.144
O -2.74596 -2.39038 0.70740 -1.787 1.725 -2.024
H 1.47602 -1.54581 -2.76999 3.508 -1.934 -1.072
H 0.04675 -1.84117 -2.34389 -0.295 -0.221 0.220
O 0.70572 -1.15862 -2.51944 -3.308 2.124 0.904
H 1.72732 0.23284 2.76794 2.281 -1.607 0.046
H 3.09444 -0.00878 2.00377 1.284 1.221 -1.800
O 2.55183 -0.41144 2.63631 -2.813 0.724 1.733
H 1.87215 -3.01723 3.08652 0.335 -0.621 0.629
H 2.00503 -1.67607 2.28804 -0.362 -0.478 0.386
O 1.49537 -2.59341 2.32988 -0.102 0.449 -0.673
H 0.33862 0.88488 4.54771 -0.069 0.489 2.650
H -0.22113 -0.00714 3.41055 0.864 0.741 0.146
O 0.44190 0.74379 3.64677 -1.251 -1.256 -2.850
H 1.48674 -2.80273 0.65584 0.915 -0.283 -0.719
H 0.79879 -2.15087 -0.44814 -0.721 1.616 -0.834
O 1.49768 -2.77132 -0.34507 0.443 -0.840 1.656


51
Properties=species:S:1:pos:R:3:forces:R:3 method="wB97M-V/def2-TZVPD" e_above_lowest_kj_mol=198.9 total_charge=+1 energy_ev=-30755.5480 multiplicity=1 homo_energy_ev=-13.402 largest_force_ha_per_bohr=0.033
C -1.02279 -1.18864 -0.42200 -0.820 0.466 -0.017
C 0.25446 -0.96006 0.39287 0.425 -0.669 -1.506
C 0.78430 0.48062 0.20972 0.485 -0.862 -0.051
C 2.00394 0.77727 -0.70999 0.715 0.050 0.885
O 2.38647 -0.14753 -1.73466 -0.995 0.304 -0.919
N 1.27126 -2.00226 -0.08027 -0.258 0.352 -0.081
H -1.17915 -0.40683 -1.16895 0.302 -0.089 -0.149
H -1.91473 -1.11147 0.20543 0.186 -0.018 0.204
H -1.11388 -2.15836 -0.90956 0.270 -0.076 0.110
H 0.09331 -1.27206 1.41223 -0.241 0.543 0.195
H -0.04222 1.07786 -0.15922 -0.121 0.189 0.487
H 1.13810 0.78656 1.18908 -0.335 0.602 0.032
H 1.84472 1.79707 -1.05709 0.051 -0.122 -0.522
H 2.91081 0.83066 -0.10249 -0.229 -0.084 0.176
H 1.99160 0.11260 -2.58975 0.146 -0.142 0.601
H 2.03768 -2.06360 0.60476 -0.099 0.033 -0.028
H 0.75773 -2.89019 -0.16619 0.223 -0.176 0.189
H 1.67351 -1.71674 -0.97595 0.083 0.154 -0.045
H 0.65223 0.40721 3.31098 -0.227 -0.002 0.487
H 1.52619 0.33909 4.66031 -0.184 -0.058 -0.687
O 1.46186 0.04297 3.73601 0.514 -0.175 0.269
H 0.16653 2.50634 -3.64672 -0.564 -0.326 0.117
H 1.03697 3.37732 -2.77347 -0.104 0.238 0.053
O 0.13603 3.03812 -2.83963 0.717 0.040 -0.216
H -4.59866 1.74827 -0.56411 -0.290 -0.025 -0.094
H -4.47873 3.14393 0.13120 0.098 -0.561 -0.250
O -4.03346 2.29012 -0.01553 -0.090 0.600 0.150
H -1.20442 -2.65856 -4.33253 -0.322 0.160 -0.084
H -0.95581 -1.85898 -3.09622 0.323 0.294 0.636
O -1.45586 -1.82742 -3.90339 -0.185 -1.043 -0.693
H -1.50214 1.22099 2.55197 0.409 0.182 -0.439
H -1.37817 0.45945 3.83845 0.043 -0.326 0.142
O -1.01624 0.44907 2.94563 -0.497 0.324 0.193
H -0.45968 3.22370 -1.16678 0.201 0.818 0.479
H 0.05739 4.34441 -0.09718 -0.159 -0.393 -0.655
O -0.59758 3.65785 -0.29278 0.010 -0.119 0.274
H -2.80335 2.34915 1.19591 0.519 0.303 0.077
H -1.46287 3.16309 1.28405 -0.035 -0.121 -0.515
O -2.08162 2.62929 1.79641 -0.466 -0.518 0.639
H -0.75250 0.16419 -4.82723 0.286 -0.429 -0.443
H -1.72988 0.54386 -3.79274 0.511 0.173 0.155
O -0.78253 0.63373 -3.99864 -0.476 0.828 0.304
H 1.21917 -2.16398 2.82685 0.302 0.335 0.232
H 0.46727 -3.32180 3.44011 -0.107 -0.131 0.341
O 0.79951 -2.99443 2.60523 -0.243 -0.557 -0.139
H 3.92259 -1.38048 2.06533 0.115 -0.002 0.128
H 2.62767 -0.72495 2.64362 0.034 0.430 0.379
O 3.00762 -1.17003 1.87090 0.123 -0.201 -0.394
H -0.15518 -4.26143 1.21910 -0.553 -0.231 -0.036
H -1.06031 -4.64560 -0.09830 -0.254 -0.313 0.635
O -0.27740 -4.23416 0.26290 0.761 0.352 -0.607